{"formula": "C25H50F6GeN5O7S3Si3Sn", "method": "ωB97M-V/def2-TZVPD", "mol_weight_g_mol": 1018.47, "spin_multiplicity": 2, "s2": 0.763, "orbital_gap_ev": [6.73, 6.68], "e_above_lowest_kcal_mol": 0.00, "species": ["Sn", "N", "C", "C", "N", "C", "C", "N", "H", "H", "H", "H", "H", "H", "H", "H", "H", "H", "H", "H", "H", "F", "C", "F", "F", "S", "O", "O", "N", "S", "O", "O", "C", "F", "F", "F", "C", "Si", "C", "C", "Ge", "Si", "C", "C", "C", "Si", "C", "C", "C", "H", "H", "H", "H", "H", "H", "H", "H", "H", "H", "H", "H", "H", "H", "H", "H", "H", "H", "H", "H", "H", "H", "H", "H", "H", "H", "H", "C", "S", "C", "O", "H", "H", "H", "H", "H", "H", "O", "C", "N", "C", "O", "C", "C", "C", "C", "C", "C", "H", "H", "H", "H"], "coordinates": [[0.5276, 0.6129, -0.8788], [2.5867, 0.6377, -2.3450], [2.8692, -0.4146, -3.3272], [3.0549, -1.7495, -2.6106], [1.8131, -2.3137, -2.0808], [1.3695, -3.5799, -2.6751], [0.0561, -3.4618, -3.4288], [-1.0220, -3.1371, -2.4948], [2.3047, 1.4975, -2.8071], [3.4047, 0.8510, -1.7904], [3.7639, -0.1778, -3.9107], [2.0170, -0.4950, -4.0007], [3.7676, -1.5987, -1.7915], [3.5059, -2.4498, -3.3162], [1.8034, -2.3293, -1.0715], [1.2487, -4.3383, -1.8954], [2.1279, -3.9364, -3.3769], [-0.1645, -4.4208, -3.9015], [0.1753, -2.7068, -4.2196], [-1.8306, -2.7958, -3.0003], [-0.7143, -2.3414, -1.9445], [-2.2487, 0.5590, -5.4129], [-2.0527, 1.7689, -4.8792], [-1.5632, 2.5612, -5.8082], [-3.2097, 2.2103, -4.4270], [-0.7538, 1.5085, -3.5117], [-0.6600, 0.0623, -3.3853], [0.4495, 2.1820, -3.9345], [-1.3407, 2.0388, -2.0723], [-1.8963, 3.5820, -2.1575], [-3.2049, 3.7070, -1.6001], [-1.6110, 4.1570, -3.4454], [-0.7938, 4.4749, -0.9905], [-1.2543, 5.7027, -0.8159], [0.4410, 4.5267, -1.4674], [-0.7791, 3.8378, 0.1928], [0.1176, -4.0528, 1.2540], [-1.5741, -3.3470, 0.8535], [-2.3344, -4.2955, -0.5450], [-2.6943, -3.6682, 2.3131], [-1.3716, -0.9631, 0.6459], [-3.5561, -0.1626, -0.0575], [-3.7896, -0.1215, -1.9122], [-4.9300, -1.2879, 0.5448], [-3.7774, 1.4901, 0.7915], [-1.3828, -0.1797, 2.9554], [-1.2272, 1.6526, 3.2874], [-0.0385, -1.0139, 3.9630], [-2.9897, -0.6817, 3.7971], [0.2043, -5.0955, 0.9313], [0.3021, -4.0181, 2.3333], [0.9032, -3.4756, 0.7570], [-2.4952, -5.3269, -0.2152], [-1.7113, -4.2799, -1.4417], [-3.3042, -3.8678, -0.8218], [-2.9681, -4.7279, 2.3292], [-3.6142, -3.0862, 2.2396], [-2.2191, -3.4201, 3.2648], [-4.2778, -1.0327, -2.2646], [-2.8376, -0.0218, -2.4319], [-4.4036, 0.7430, -2.1915], [-4.8494, -2.2903, 0.1116], [-5.8931, -0.8657, 0.2371], [-4.9490, -1.3952, 1.6288], [-2.8238, 2.0062, 0.9222], [-4.2378, 1.3549, 1.7741], [-4.4114, 2.1515, 0.1917], [-0.4751, 2.1156, 2.6485], [-0.9289, 1.7931, 4.3320], [-2.1759, 2.1694, 3.1278], [0.9398, -0.5916, 3.7247], [-0.0008, -2.0945, 3.7802], [-0.2244, -0.8571, 5.0306], [-3.7807, -0.9466, 3.1018], [-3.3487, 0.1518, 4.4090], [-2.8277, -1.5396, 4.4534], [4.3015, -0.1018, 1.2069], [2.7233, -0.8032, 1.7001], [3.3177, -2.4323, 2.1121], [1.9864, -1.0294, 0.3743], [4.8296, -0.8235, 0.5814], [4.8804, 0.1516, 2.0974], [4.0785, 0.8051, 0.6369], [4.0583, -2.3498, 2.9108], [3.7415, -2.8766, 1.2112], [2.4642, -3.0134, 2.4581], [3.7479, 3.8739, -1.4977], [3.1626, 3.5871, -0.4825], [2.2056, 2.5766, -0.3501], [1.8780, 2.4705, 0.9331], [1.1333, 1.5574, 1.3399], [2.5727, 3.4975, 1.7682], [2.5370, 3.7802, 3.1158], [3.3617, 4.8111, 3.5695], [4.1988, 5.4959, 2.6932], [4.2311, 5.1852, 1.3328], [3.3899, 4.1896, 0.8914], [1.8990, 3.2212, 3.7897], [3.3463, 5.0846, 4.6172], [4.8331, 6.2863, 3.0728], [4.8909, 5.7032, 0.6476]], "atomic_forces_ev_per_a": [[1.0, -0.6, 0.9], [-0.5, -0.2, -0.3], [-0.1, -0.2, 0.3], [-0.2, 0.0, 0.1], [-0.1, 0.0, -0.3], [0.0, 0.1, 0.0], [0.0, 0.4, -0.1], [1.2, 1.0, -1.6], [0.1, 0.2, -0.1], [0.0, 0.1, 0.1], [0.0, 0.0, 0.0], [0.0, 0.1, 0.0], [0.1, 0.0, 0.0], [0.1, -0.1, 0.0], [0.2, -0.1, -0.1], [0.0, 0.0, 0.0], [0.0, -0.1, 0.1], [0.0, 0.0, -0.1], [0.0, -0.1, 0.0], [-0.1, 0.0, -0.1], [0.0, 0.2, 0.1], [0.0, 0.1, -0.1], [0.3, -0.5, 0.0], [-0.1, 0.2, 0.0], [-0.1, 0.1, 0.1], [0.3, 0.2, 0.2], [0.0, 0.4, 0.3], [-0.5, -0.2, 0.1], [-0.2, 0.7, -1.4], [0.0, -0.1, -0.4], [0.2, -0.2, 0.2], [-0.1, 0.0, 0.3], [0.0, -0.3, 0.1], [0.0, 0.1, 0.1], [0.0, 0.1, 0.0], [0.1, 0.1, 0.0], [0.3, -0.1, 0.0], [0.1, -0.3, 0.0], [-0.5, -0.5, 0.3], [-0.1, 0.2, 0.4], [-1.0, 0.1, 0.4], [0.1, -0.1, 0.0], [0.2, 0.3, -0.2], [-0.1, -0.3, 0.1], [0.0, 0.3, -0.2], [0.1, 0.0, 0.2], [0.1, 0.3, -0.3], [0.3, -0.2, -0.1], [-0.2, -0.1, 0.0], [0.0, 0.1, 0.0], [0.0, 0.0, -0.1], [0.0, -0.1, 0.0], [-0.2, 0.0, 0.2], [-0.4, -0.3, 0.7], [0.0, -0.1, 0.0], [0.1, 0.0, 0.0], [0.0, -0.1, 0.0], [0.0, 0.0, 0.0], [0.0, 0.0, 0.0], [-0.1, -0.1, 0.0], [0.0, -0.1, 0.0], [0.0, 0.1, 0.0], [0.1, 0.0, 0.0], [-0.1, 0.0, 0.0], [-0.1, 0.0, 0.0], [0.1, 0.0, 0.0], [0.0, -0.1, 0.1], [-0.1, 0.0, 0.2], [-0.1, 0.0, 0.0], [0.0, 0.0, 0.1], [0.0, 0.0, 0.1], [0.0, 0.1, 0.0], [0.0, 0.0, -0.1], [-0.1, 0.0, 0.1], [0.1, 0.0, 0.0], [0.0, 0.0, 0.0], [0.0, 0.1, 0.0], [-0.1, 0.0, -0.7], [0.0, -0.1, 0.1], [0.4, 0.3, 0.6], [0.0, 0.1, 0.0], [0.0, 0.0, -0.1], [0.0, -0.1, 0.1], [0.0, 0.0, -0.1], [0.0, 0.0, 0.1], [0.0, 0.0, 0.0], [0.0, 0.0, 0.0], [0.1, 0.0, -0.1], [0.1, 0.0, 0.0], [0.2, 0.1, 0.1], [-0.3, -0.1, 0.0], [-0.1, -0.1, -0.1], [0.0, 0.0, 0.1], [0.0, 0.0, 0.0], [0.0, 0.0, 0.0], [0.1, 0.1, 0.0], [0.0, -0.1, -0.1], [0.0, 0.1, 0.0], [0.0, 0.0, 0.0], [0.0, 0.0, 0.0], [-0.1, 0.0, 0.0]]}